Entry w
# CH9NO3

A cluster of 3 separate species, CH9NO3 in total (the ωB97M-V functional and the def2-TZVPD basis, the OMol25 dataset).

Output
Gap between HOMO and LUMO in eV: 10.160
SMILES: NCO.O.O
Highest occupied orbital energy in eV: -9.6

Each line ends with the natural charge from an NBO analysis.
Atoms and positions in Å:
O -1.973 0.779 0.651  -0.7507
O 4.594 -0.121 -1.242  -0.9423
O 0.536 1.597 -2.021  -0.9475
N -2.162 -1.681 1.059  -0.8203
C -2.192 -0.331 1.522  0.0931
H -3.242 -0.181 1.840  0.1446
H 0.602 0.632 -1.835  0.4772
H 1.075 2.091 -1.442  0.4701
H -1.353 -0.181 2.246  0.1409
H -2.229 1.650 1.114  0.4801
H 5.141 -0.831 -1.546  0.4691
H -1.263 -2.063 1.578  0.3499
H -1.836 -1.727 0.138  0.3625
H 4.300 0.366 -2.061  0.4733


Entry x
# CH9NO3

A cluster of 3 separate species, CH9NO3 in total (the ωB97M-V functional and the def2-TZVPD basis, the OMol25 dataset).

Output
Gap between HOMO and LUMO in eV: 9.970
SMILES: NCO.O.O
Highest occupied orbital energy in eV: -9.6

Each line ends with the natural charge from an NBO analysis.
Atoms and positions in Å:
O -0.305 -2.953 1.198  -0.9286
O 2.198 0.606 0.859  -0.9359
O -0.308 1.175 0.516  -0.7387
N -0.327 -0.053 -1.491  -0.9071
C -1.154 0.636 -0.455  0.0913
H 0.353 -2.366 1.611  0.4608
H -1.901 1.410 -0.814  0.1595
H -0.403 2.131 0.514  0.4760
H -1.580 -0.276 0.009  0.1767
H 1.487 0.776 1.497  0.4755
H 0.666 0.068 -1.531  0.3785
H -0.615 0.056 -2.468  0.3650
H 1.965 1.313 0.239  0.4594
H -0.075 -2.522 0.316  0.4676


entry x (0.336 eV below the next structure)


Entry w
# C20H32ClN3O2S

An isolated molecule of C20H32ClN3O2S (the ωB97M-V functional and the def2-TZVPD basis, the OMol25 dataset).

Output
Gap between HOMO and LUMO in eV: 9.383
SMILES: CCCCCCNC(=O)[C@H](c1cc(C)cc(Cl)c1)N1CCC[S@@](=N)(=O)CC1
Highest occupied orbital energy in eV: -9.0

Each line ends with the natural charge from an NBO analysis.
Atoms and positions in Å:
Cl 5.023 5.723 1.685  -0.0034
S 4.157 1.824 -6.310  2.0417
O 5.053 0.686 -6.399  -0.9569
O 0.059 3.404 -2.388  -0.6212
N 2.599 3.781 -3.673  -0.4250
N 3.257 2.237 -7.462  -1.2005
N 1.069 1.905 -1.033  -0.6143
C -1.238 -0.532 0.782  -0.3915
C 3.920 4.351 -3.939  -0.2185
C 3.218 1.586 -4.795  -0.7002
C 1.940 5.809 -1.581  -0.1664
C -1.018 -1.239 2.114  -0.3852
C 3.661 4.636 -0.378  -0.2533
C -0.165 1.401 -0.455  -0.2114
C 2.112 6.930 -0.778  -0.0051
C 4.294 4.481 -5.416  -0.4286
C 1.075 2.924 -1.924  0.6890
C 1.272 8.158 -0.999  -0.6290
C 5.088 3.296 -5.963  -0.6460
C -2.064 -2.518 4.037  -0.6008
C -2.294 -1.830 2.697  -0.3913
C 3.069 6.895 0.233  -0.2352
C 3.828 5.754 0.421  -0.0190
C 2.478 3.451 -2.265  -0.1414
C 2.191 2.703 -4.565  -0.2512
C 0.051 0.036 0.177  -0.4018
C 2.708 4.668 -1.386  -0.0107
H -0.549 2.102 0.293  0.1899
H 0.804 0.134 0.967  0.1917
H -2.989 -2.934 4.438  0.2103
H 0.211 7.920 -0.916  0.2268
H -1.951 0.284 0.941  0.1965
H 1.437 8.565 -1.998  0.2240
H -0.909 1.352 -1.251  0.2182
H -1.667 -1.816 4.773  0.2011
H 5.553 3.525 -6.922  0.2592
H 3.224 7.753 0.874  0.2241
H 2.736 0.621 -4.957  0.2522
H 4.277 3.760 -0.218  0.2216
H 5.864 2.984 -5.262  0.2334
H -1.346 -3.334 3.938  0.2011
H 3.947 5.338 -3.476  0.2187
H 1.272 2.276 -4.171  0.2316
H 1.506 8.936 -0.274  0.2149
H -3.038 -1.035 2.813  0.1946
H 2.882 1.434 -7.957  0.3852
H -0.275 -2.035 1.988  0.1935
H 0.467 -0.650 -0.565  0.2063
H -0.586 -0.529 2.827  0.1925
H 4.711 3.764 -3.434  0.1559
H -1.717 -1.213 0.074  0.2034
H -2.719 -2.543 1.984  0.1946
H 4.941 5.354 -5.515  0.2290
H 1.940 1.624 -0.615  0.3941
H 3.419 4.677 -6.036  0.2415
H 1.919 3.119 -5.536  0.2383
H 1.197 5.804 -2.370  0.2367
H 3.931 1.468 -3.977  0.2322
H 3.217 2.683 -1.968  0.1643


Entry x
# C20H32ClN3O2S

An isolated molecule of C20H32ClN3O2S (the ωB97M-V functional and the def2-TZVPD basis, the OMol25 dataset).

Output
Gap between HOMO and LUMO in eV: 9.443
SMILES: CCCCCCNC(=O)[C@H](c1cc(C)cc(Cl)c1)N1CCC[S@@](=N)(=O)CC1
Highest occupied orbital energy in eV: -9.0

Each line ends with the natural charge from an NBO analysis.
Atoms and positions in Å:
Cl -1.694 -3.869 -3.656  -0.0033
S 4.643 -2.114 2.397  2.0295
O -0.394 0.697 1.240  -0.6245
O 5.917 -2.152 1.704  -0.9596
N 1.179 -1.691 1.393  -0.4247
N 4.528 -1.842 3.889  -1.1869
N 0.456 1.041 -0.829  -0.6111
C -2.482 5.991 -2.047  -0.3881
C -3.463 6.547 -1.023  -0.6013
C -0.064 2.387 -0.987  -0.2253
C 0.201 0.284 0.264  0.6885
C 2.199 -0.848 2.007  -0.2504
C -0.543 -2.504 -1.631  -0.2528
C -0.515 2.627 -2.420  -0.3966
C -3.929 -3.000 0.975  -0.6291
C -1.627 -2.125 0.483  -0.1678
C 3.838 -3.689 2.232  -0.6421
C -1.959 4.610 -1.670  -0.3976
C 3.617 -0.989 1.442  -0.6976
C -2.765 -3.357 -1.229  -0.2354
C -2.751 -2.822 0.056  -0.0050
C 1.549 -3.098 1.238  -0.2200
C -0.957 4.065 -2.682  -0.3882
C -1.667 -3.193 -2.053  -0.0185
C 2.323 -3.698 2.413  -0.4278
C -0.528 -1.967 -0.352  -0.0097
C 0.673 -1.174 0.135  -0.1413
H 0.298 2.369 -3.107  0.1962
H 1.872 0.186 1.921  0.2322
H -4.188 -2.059 1.460  0.2258
H -4.328 5.890 -0.915  0.2017
H -2.803 3.916 -1.578  0.1952
H -1.387 4.124 -3.686  0.2057
H 1.444 -1.221 -0.657  0.1643
H -3.629 -3.901 -1.589  0.2242
H 4.121 -4.054 1.243  0.2348
H -1.339 1.940 -2.638  0.2044
H 4.936 -0.948 4.147  0.3765
H -3.699 -3.721 1.761  0.2243
H 0.953 0.626 -1.599  0.3935
H 4.172 -0.051 1.504  0.2517
H -0.077 4.717 -2.689  0.1948
H 3.647 -1.318 0.401  0.2347
H -1.499 4.665 -0.679  0.1962
H -3.827 7.533 -1.311  0.2097
H 2.033 -4.747 2.499  0.2289
H 4.341 -4.296 2.984  0.2619
H 0.627 -3.660 1.091  0.2194
H -2.963 5.937 -3.029  0.1935
H -0.891 2.488 -0.286  0.2306
H -1.636 6.676 -2.159  0.1937
H -1.592 -1.687 1.474  0.2363
H 2.238 -1.051 3.077  0.2346
H 2.045 -3.226 3.355  0.2398
H -4.803 -3.360 0.434  0.2157
H -2.993 6.637 -0.042  0.2019
H 0.308 -2.398 -2.292  0.2218
H 0.693 3.125 -0.698  0.1868
H 2.142 -3.251 0.317  0.1562


entry x (0.081 eV below the next structure)


Entry w
# C4H7O2

The ion C4H7O2 with charge -1 (the ωB97M-V functional and the def2-TZVPD basis, the OMol25 dataset).

Output
Gap between HOMO and LUMO in eV: 7.879
SMILES: CCCC(=O)[O-]
Net charge: -1
Highest occupied orbital energy in eV: -3.8

Each line ends with the natural charge from an NBO analysis.
Atoms and positions in Å:
O -1.587 1.561 0.806  -0.7753
O -1.676 -0.135 -0.614  -0.7936
C -1.104 0.604 0.205  0.7594
C 0.293 0.083 0.689  -0.5287
C 0.936 -0.949 -0.311  -0.4098
C 2.435 -0.828 -0.699  -0.6130
H 2.747 0.147 -1.103  0.1853
H 0.981 0.940 0.814  0.1867
H 2.988 -0.999 0.251  0.1879
H 0.211 -0.961 -1.136  0.2500
H 0.148 -0.541 1.564  0.1995
H 0.981 -1.928 0.290  0.1592
H 2.680 -1.533 -1.528  0.1925


Entry x
# C4H7O2

The ion C4H7O2 with charge -1 (the ωB97M-V functional and the def2-TZVPD basis, the OMol25 dataset).

Output
Gap between HOMO and LUMO in eV: 5.672
SMILES: [O-]/C=C/CCO
Net charge: -1
Highest occupied orbital energy in eV: -1.3

Each line ends with the natural charge from an NBO analysis.
Atoms and positions in Å:
O -0.067 -1.710 -0.759  -0.7724
O 2.335 0.234 -0.815  -0.7027
C 0.175 1.216 -0.312  -0.7440
C -1.031 0.352 0.171  -0.4452
C 1.453 0.699 -0.030  0.3133
C -0.719 -1.130 0.392  -0.0799
H -1.734 0.554 -0.707  0.2090
H 1.864 0.830 1.006  0.0427
H -1.260 0.695 1.158  0.1666
H -0.082 -1.273 1.263  0.1558
H 0.664 -1.104 -0.970  0.4993
H 0.157 2.169 -0.808  0.1959
H -1.755 -1.532 0.410  0.1616


entry w (3.505 eV below the next structure)


Entry w
# C28H38BiN7O4PS3Sb

A structure of composition C28H38BiN7O4PS3Sb (the ωB97M-V functional and the def2-TZVPD basis, the OMol25 dataset).

Output
Multiplicity: 2
Gap between HOMO and LUMO (spin up / spin down) in eV: 4.534 / 7.282
Net charge: +1
Highest occupied orbital energy (spin up / spin down) in eV: -7.9 / -10.7

Each line ends with the Mulliken spin population.
Atoms and positions in Å:
Bi 0.008 -0.012 -0.618  0.0166
Sb 2.767 -2.469 -1.151  0.0037
S 0.004 -2.621 0.366  0.0159
S 2.281 -0.197 -1.871  -0.0021
S 4.446 -2.387 0.308  0.0000
P -0.793 -2.402 2.213  -0.0033
O 2.042 -0.072 1.327  -0.0001
O -1.292 4.953 0.451  0.0000
O -1.475 3.066 1.585  -0.0003
O 4.171 0.597 1.156  0.0000
N -0.736 1.757 -2.307  0.0023
N -2.501 -0.102 -0.360  0.1042
N -1.016 -1.238 -2.294  0.1555
N -1.482 3.736 -2.707  0.0009
N 1.167 2.456 1.060  0.0009
N -2.137 2.860 -3.480  -0.0010
N -0.647 3.069 -2.009  0.0006
C -0.773 3.850 1.011  0.0016
C -1.385 -0.510 4.187  0.0007
C 0.233 -4.915 2.978  -0.0005
C -3.279 3.259 -4.304  -0.0007
C -2.305 -1.717 -2.080  0.1592
C -4.667 4.176 -2.392  0.0011
C -4.473 -1.379 -0.858  0.0944
C -3.211 0.596 0.543  -0.0450
C -0.746 -2.767 -4.126  0.0896
C -2.923 -4.008 1.269  0.0100
C -1.670 1.644 -3.223  0.0079
C -2.021 -3.332 -3.860  0.0848
C 2.872 0.806 1.215  -0.0023
C 2.953 4.574 0.932  0.0003
C -4.873 1.752 -3.036  0.0109
C -3.104 -1.079 -1.091  0.0642
C -0.691 -0.712 2.838  -0.0039
C -2.775 -2.804 -2.860  0.0279
C 1.585 4.799 0.916  0.0000
C 0.730 3.706 0.970  -0.0013
C 3.418 3.273 1.017  -0.0002
C -4.538 0.361 0.800  0.1285
C -4.600 3.170 -3.535  -0.0009
C 2.478 2.252 1.093  0.0009
C -0.299 -1.766 -3.324  -0.0004
C -2.552 -2.832 2.171  -0.0074
C 0.092 -3.449 3.388  -0.0006
C -5.172 -0.670 0.076  0.0214
H 1.075 -2.979 3.491  0.0005
H -5.066 0.954 1.531  0.0068
H -2.021 0.729 -3.668  -0.0059
H -0.967 -1.153 4.961  0.0000
H -2.852 -3.014 3.207  -0.0014
H 0.663 -5.010 1.982  -0.0003
H -3.914 3.963 -1.630  0.0002
H 3.645 5.403 0.892  0.0000
H -3.750 -3.219 -2.649  0.0184
H -4.511 5.197 -2.743  -0.0001
H -0.646 5.384 -0.125  0.0000
H -0.726 -5.430 2.993  -0.0005
H -1.251 0.522 4.508  0.0001
H -2.458 -4.937 1.593  0.0007
H -5.888 1.680 -2.645  -0.0014
H -4.199 1.480 -2.219  -0.0059
H -5.363 3.430 -4.274  0.0001
H -0.422 -3.360 4.348  0.0006
H -6.219 -0.889 0.245  0.0021
H -4.003 -4.148 1.286  -0.0025
H -4.771 1.008 -3.830  -0.0014
H 0.677 -1.323 -3.477  0.0207
H -3.078 4.275 -4.638  0.0000
H -3.064 -1.922 1.839  0.0055
H 4.318 -0.371 0.987  0.0000
H 0.367 -0.455 2.875  0.0000
H -0.124 -3.124 -4.933  0.0096
H 4.472 3.042 1.037  0.0000
H -2.457 -0.698 4.124  0.0003
H -2.618 -3.818 0.240  0.0021
H -5.643 4.131 -1.909  0.0000
H 0.893 -5.424 3.678  -0.0001
H 1.198 5.810 0.888  0.0000
H -2.675 1.374 1.075  0.0044
H -4.971 -2.146 -1.431  0.0032
H -1.148 -0.063 2.086  0.0035
H -2.388 -4.166 -4.443  0.0066
H -3.287 2.599 -5.171  0.0002


Entry x
# C28H38BiN7O4PS3Sb

A structure of composition C28H38BiN7O4PS3Sb (the ωB97M-V functional and the def2-TZVPD basis, the OMol25 dataset).

Output
Multiplicity: 2
Gap between HOMO and LUMO (spin up / spin down) in eV: 7.524 / 5.891
Net charge: +1
Highest occupied orbital energy (spin up / spin down) in eV: -10.3 / -10.3

Each line ends with the Mulliken spin population.
Atoms and positions in Å:
Bi -0.364 -0.011 -0.184  -0.0181
Sb -3.162 1.950 -1.215  0.0006
S -0.834 1.798 -1.981  0.0282
S -4.235 1.170 -3.178  0.9011
S -2.922 -0.144 -0.034  0.0483
P -1.302 -2.081 2.185  0.0094
O -1.529 4.557 0.341  -0.0005
O 2.692 0.260 1.824  0.0000
O -1.346 2.557 1.228  0.0005
O 4.613 1.185 1.118  0.0000
N -0.768 -1.765 -1.935  -0.0053
N 3.095 -0.031 -1.503  -0.0001
N 1.327 2.482 0.942  0.0006
N 3.115 0.380 -3.569  0.0009
N 3.878 0.277 -2.471  0.0003
N 1.821 -0.135 -1.943  0.0025
N 1.155 -2.427 -0.041  -0.0006
C -2.336 -2.484 -3.589  0.0044
C -1.962 -0.896 4.739  0.0000
C 1.380 4.781 0.315  0.0002
C -0.288 -3.247 3.183  0.0018
C 4.520 3.035 -4.041  0.0000
C -1.420 -0.640 3.333  -0.0004
C -0.764 -4.023 -2.680  -0.0015
C -0.226 -2.994 -1.921  -0.0011
C 0.990 -3.225 -1.092  0.0007
C 0.706 3.617 0.649  0.0028
C 2.229 -2.599 0.727  0.0000
C 2.764 4.758 0.275  -0.0001
C 2.220 2.848 -5.057  0.0002
C 2.652 2.470 0.913  0.0002
C 3.182 -3.574 0.478  0.0002
C -0.121 -4.618 2.526  0.0001
C 3.420 3.579 0.581  -0.0001
C -3.313 -3.661 1.032  0.0017
C 3.678 0.791 -4.859  -0.0001
C -0.801 3.520 0.765  0.0086
C -1.838 -3.771 -3.515  0.0084
C 1.907 -4.209 -1.433  -0.0004
C 1.857 0.123 -3.228  -0.0036
C 3.647 2.307 -5.059  0.0000
C 3.289 1.164 1.309  -0.0003
C -1.779 -1.520 -2.772  0.0167
C 3.022 -4.385 -0.630  -0.0001
C -2.983 -2.832 2.277  -0.0017
H 2.220 3.916 -5.278  0.0000
H 3.754 -5.144 -0.872  0.0000
H 3.096 0.289 -5.632  0.0000
H 0.297 -4.536 1.520  0.0000
H -0.350 -5.018 -2.601  -0.0001
H 4.696 0.409 -4.885  0.0000
H -1.078 -5.135 2.448  0.0000
H 4.497 3.512 0.569  0.0000
H 4.032 -3.685 1.137  0.0000
H 4.963 0.329 1.412  0.0000
H -2.579 -4.453 0.869  0.0000
H 5.552 2.683 -4.067  0.0000
H -2.041 0.101 2.821  -0.0003
H -1.277 -1.496 5.337  0.0000
H 4.144 2.892 -3.025  0.0000
H -0.981 5.245 -0.056  0.0003
H 4.073 2.459 -6.055  0.0000
H -4.293 -4.130 1.122  0.0000
H -0.413 -0.211 3.385  0.0004
H -2.112 0.047 5.267  0.0000
H 0.543 -5.253 3.113  0.0000
H 1.743 2.722 -4.081  0.0003
H -3.696 -2.011 2.375  -0.0005
H -2.148 -0.503 -2.779  0.0169
H -3.158 -2.221 -4.241  -0.0201
H 1.012 0.159 -3.896  -0.0001
H -3.323 -3.030 0.141  -0.0022
H 0.686 -2.775 3.340  0.0000
H 2.325 -1.929 1.571  0.0002
H -3.056 -3.445 3.179  -0.0002
H 3.321 5.649 0.021  0.0000
H 1.597 2.357 -5.807  0.0000
H 0.866 5.710 0.101  0.0000
H 4.523 4.106 -4.248  0.0000
H -2.276 -4.570 -4.099  0.0005
H -0.755 -3.356 4.163  0.0001
H 1.767 -4.816 -2.316  0.0000
H -2.924 -1.409 4.710  0.0000


entry w (0.468 eV below the next structure)